1.
Density functional theory data (ωB97M-V/def2-TZVPD) for a cluster of 6 separate species, H12O6 in total at a distorted geometry.

HOMO	-11.31	eV
energy above the lowest of the compared OMol25 structures with the same formula, charge and spin	19.14	kcal per mole
SMILES	O.O.O.O.O.O
HOMO-LUMO gap	11.9	eV
spin multiplicity	1
electronic energy	-12480.2837	eV

The geometry in XYZ format:
```
18
Properties=species:S:1:pos:R:3:nbo_charge:R:1
O 2.78817 -0.33154 0.07380 -0.991
H 3.48618 -0.23551 -0.61611 0.479
H 2.15030 -1.01458 -0.35302 0.510
O 0.72405 -1.79504 -0.93537 -0.975
H 0.08347 -1.80935 -0.12203 0.511
H 1.14196 -2.67101 -0.79538 0.466
O -1.38469 -2.01592 0.63163 -0.987
H -1.76587 -1.13872 0.40805 0.512
H -1.55822 -2.10001 1.67040 0.484
O 1.42739 1.88489 0.60978 -0.988
H 1.03032 1.59731 1.53198 0.469
H 1.97698 1.07381 0.39797 0.511
O -2.65408 0.32302 0.00548 -0.996
H -3.16179 0.05275 -0.76305 0.472
H -2.01438 1.00181 -0.36482 0.508
O -0.91445 2.16121 -0.68605 -0.992
H -0.03915 1.99250 -0.28965 0.520
H -1.31619 3.02439 -0.40362 0.487
```



2.
Density functional theory data (ωB97M-V/def2-TZVPD) for a cluster of 14 separate species, C16H60N8O14 in total at a distorted geometry.

HOMO	-8.89	eV
energy above the lowest of the compared OMol25 structures with the same formula, charge and spin	233.94	kcal per mole
HOMO-LUMO gap	8.9	eV
spin multiplicity	1
electronic energy	-58146.0597	eV

The geometry in XYZ format:
```
98
Properties=species:S:1:pos:R:3:mulliken_charge:R:1
C -0.49245 -0.14224 0.42682 1.251
C -1.03065 0.49949 -0.83470 0.837
O -0.32436 -0.05516 -1.92261 0.363
H -0.48944 -1.25700 0.41849 -0.681
H -1.03172 0.23241 1.34624 -0.699
H 0.51446 0.26613 0.58484 -0.384
H -0.72828 1.54879 -0.72246 -0.763
H -2.06650 0.35542 -0.95003 0.699
H -0.53486 0.39117 -2.77273 -0.083
C -0.02677 2.31643 3.53099 -0.879
C 0.03519 2.99576 2.16213 1.345
O 0.88318 4.12406 2.40027 -0.677
H -0.57718 1.43940 3.45534 -0.176
H -0.55110 2.90537 4.25545 0.467
H 0.92249 2.08282 3.94650 0.135
H -0.99823 3.28315 1.83843 -0.073
H 0.50179 2.46464 1.31707 -0.475
H 0.62192 4.73827 1.71128 0.358
C 0.85966 0.74003 -4.89985 0.486
O -0.34779 1.16968 -4.35264 -0.746
N 1.91856 0.51009 -4.06505 -0.317
N 1.12679 0.68339 -6.20695 -0.391
H 1.74138 0.60779 -3.03747 -0.630
H 2.87015 0.19985 -4.38804 0.260
H 0.34710 0.75449 -6.82298 0.308
H 2.16775 0.60403 -6.47609 0.216
C 1.54634 -3.01053 -2.25033 0.547
O 1.95537 -4.30614 -2.07601 -0.921
N 2.06815 -2.25154 -3.12725 0.057
N 0.58752 -2.52894 -1.54746 0.196
H 2.76234 -2.60906 -3.78342 0.283
H 1.70121 -1.35451 -3.38901 0.020
H 0.16962 -3.19333 -0.92452 -0.213
H 0.31324 -1.58449 -1.49014 -0.083
C 0.87834 -3.61147 1.52850 0.316
O 1.53643 -2.36597 1.65117 -0.379
N 0.22164 -4.01941 2.51650 -0.303
N 0.89630 -4.46086 0.53509 -0.516
H 0.12084 -3.36757 3.31313 0.257
H -0.49084 -4.72996 2.40612 0.234
H 1.55222 -4.43955 -0.29690 0.304
H 0.27749 -5.30936 0.57232 0.129
C 3.44145 0.16724 2.93778 0.276
O 2.50691 0.91716 2.29241 -0.427
N 4.09055 0.64755 3.91360 -0.383
N 3.59751 -1.10615 2.77740 -0.283
H 4.03456 1.66956 4.10646 0.305
H 4.76369 0.15702 4.49516 0.158
H 3.02799 -1.59919 2.07337 0.142
H 3.80167 -1.77471 3.53553 0.271
C -1.01712 -2.01695 -4.73645 -0.350
O -1.49553 -2.38524 -3.43912 -0.569
H -1.34344 -0.96453 -4.91561 0.162
H -1.35653 -2.74716 -5.57473 0.284
H 0.11152 -2.06297 -4.81141 0.076
H -0.72039 -2.45973 -2.85786 0.413
C -3.78106 -0.48498 2.94219 -0.398
O -3.03998 0.41540 3.69203 -0.426
H -3.11200 -1.10754 2.45718 -0.129
H -4.43093 0.06687 2.29351 0.336
H -4.30106 -1.05986 3.68925 0.332
H -3.63239 1.15880 3.87627 0.276
C 2.94146 0.03896 -0.75282 0.352
O 3.98244 -0.14011 -1.75328 -0.550
H 3.11440 0.90586 -0.14966 0.597
H 2.77672 -0.87965 -0.17817 -0.049
H 1.97771 0.18763 -1.28945 -0.515
H 4.75755 -0.55183 -1.41556 0.311
C -2.14269 3.81080 -2.29938 -0.553
O -1.66444 3.94068 -1.00431 -0.430
H -2.46710 4.74942 -2.67148 0.319
H -2.94984 3.11030 -2.38988 0.271
H -1.40318 3.45640 -2.99589 0.051
H -0.65746 3.79286 -1.09442 0.323
C -2.77852 -2.79271 -0.24873 -0.131
O -3.51327 -3.33200 0.92752 -0.550
H -2.79123 -1.76081 -0.07738 -0.098
H -3.19802 -2.91310 -1.21273 0.520
H -1.76555 -3.16907 -0.37241 0.072
H -3.77036 -4.28143 0.76093 0.281
C 1.59637 3.19015 -2.21182 -0.160
O 0.98547 3.74579 -1.09114 -0.559
H 2.44672 3.94015 -2.52760 0.284
H 0.88605 3.07759 -3.00490 0.087
H 2.10359 2.26417 -1.98160 0.113
H 1.73600 3.87109 -0.52899 0.315
C -0.22746 -1.20605 4.09822 -0.510
O 0.26067 -2.23561 4.87309 -0.617
H -1.06996 -1.62271 3.50152 -0.054
H 0.53670 -0.75081 3.46431 0.328
H -0.69290 -0.49001 4.74845 0.485
H 0.96765 -1.81076 5.27574 0.326
C -3.74129 2.84758 1.53806 -0.102
O -4.15230 3.18054 2.87870 -0.613
H -3.25293 1.94850 1.42282 -0.341
H -3.28724 3.73810 1.26354 0.419
H -4.61889 2.74554 0.82964 0.315
H -3.47761 3.64846 3.34210 0.315
```



3.
Density functional theory data (ωB97M-V/def2-TZVPD) for an isolated molecule of C5H7BrO at a distorted geometry.

HOMO	-9.52	eV
energy above the lowest of the compared OMol25 structures with the same formula, charge and spin	41.47	kcal per mole
SMILES	C=C[C@H](O)C(=C)Br
HOMO-LUMO gap	10.2	eV
spin multiplicity	1
electronic energy	-77385.7174	eV

The geometry in XYZ format:
```
14
Properties=species:S:1:pos:R:3:nbo_charge:R:1
C -1.30701 1.15450 -0.08248 -0.363
C -0.02562 1.19978 0.14524 -0.203
C 0.68934 -0.03526 0.64191 0.002
O 1.76526 0.06047 1.54104 -0.696
C 1.28662 -0.73714 -0.60646 -0.009
C 0.70919 -1.76589 -1.22392 -0.455
Br 2.90530 0.18437 -1.15295 0.029
H -2.04318 1.85048 -0.37144 0.206
H -2.00862 0.31156 0.10928 0.191
H 0.53111 2.03581 0.26061 0.200
H 0.01785 -0.68934 1.10953 0.196
H 2.13109 0.96415 1.51600 0.474
H 1.30017 -2.30981 -1.91246 0.208
H -0.02100 -2.44207 -0.86613 0.220
```



4.
Density functional theory data (ωB97M-V/def2-TZVPD) for a cluster of 2 separate species, C2H6NP in total at a distorted geometry.

HOMO (spin up / spin down)	-8.43 / -8.12	eV
energy above the lowest of the compared OMol25 structures with the same formula, charge and spin	57.74	kcal per mole
HOMO-LUMO gap (spin up / spin down)	8.6 / 8.3	eV
spin multiplicity	1
electronic energy	-12946.2278	eV

The geometry in XYZ format:
```
10
Properties=species:S:1:pos:R:3:nbo_charge:R:1
C 0.84149 -1.19474 -0.77812 -0.164
C -1.07323 0.09810 1.04043 -0.581
N -0.13154 -1.59166 -0.14778 -0.349
P -0.13797 1.56339 0.77130 0.354
H 1.42507 -1.88568 -1.38319 0.185
H 1.23086 -0.15692 -0.78663 0.144
H -0.97056 -0.37087 2.00495 0.223
H -2.05881 0.05446 0.61146 0.224
H 1.15262 1.03243 0.86866 -0.017
H -0.15239 1.57927 -0.62589 -0.018
```



Look up the electronic energy of the third one.
-77385.7174 eV



Which of these has the highest electronic energy?
H12O6